(1)
8
Properties=species:S:1:pos:R:3:forces:R:3:mulliken_charge:R:1 method="wB97M-V/def2-TZVPD" lumo_energy_ev=0.54 relative_energy_kcal_mol=8.32 smiles="O=CNC=O" homo_ev=-10.3 total_charge=0
O -0.006 -1.223 1.565 -0.1 -0.1 -0.1 -0.44
C -0.712 -0.571 0.857 0.4 0.2 -0.1 0.09
N -0.256 0.378 -0.073 -0.7 -0.2 0.2 -0.14
C 0.952 0.340 -0.765 -0.2 0.1 0.2 0.05
O 1.698 -0.591 -0.762 0.2 0.0 0.0 -0.45
H -1.814 -0.613 0.868 0.0 0.0 0.2 0.29
H -0.992 1.006 -0.371 0.4 0.1 -0.2 0.26
H 1.129 1.274 -1.319 0.0 0.0 -0.1 0.34

=====

(2)
270
Properties=species:S:1:pos:R:3:forces:R:3:mulliken_charge:R:1 method="wB97M-V/def2-TZVPD" lumo_energy_ev=-7.41 homo_ev=-9.8 total_charge=+4
C -29.538 10.513 -9.006 -1.6 0.7 0.6 -0.13
C -28.622 10.265 -10.085 3.3 -0.5 -0.3 -1.20
N -28.039 8.812 -9.824 0.3 1.1 -1.9 0.20
C -29.207 7.850 -9.941 1.0 -0.2 -0.1 -0.71
C -27.066 8.586 -10.969 -0.4 0.0 -0.6 -0.35
C -26.179 7.359 -10.871 -0.4 -0.3 0.8 -1.50
C -27.259 8.611 -8.570 -1.4 -0.8 1.6 0.21
C -26.176 9.596 -8.225 -0.4 -0.3 0.7 -0.91
O -25.053 9.497 -9.075 0.2 1.0 0.0 -0.30
C -24.213 10.667 -9.166 -0.3 0.5 1.3 -0.62
H -30.446 9.946 -9.180 0.0 -0.7 0.8 0.21
H -29.997 11.476 -9.038 0.3 1.1 0.0 0.71
H -29.021 10.378 -8.055 -0.7 -0.2 0.2 -0.19
H -27.734 10.967 -10.076 -0.8 -0.9 0.1 0.39
H -28.971 10.306 -11.116 -0.3 -0.4 0.1 0.54
H -29.727 8.178 -10.881 0.3 -0.9 1.0 0.30
H -29.828 7.909 -9.041 0.2 0.2 -0.3 -0.07
H -28.753 6.827 -9.957 -0.6 0.8 -0.4 0.51
H -26.441 9.485 -11.038 -0.3 -0.3 0.1 0.47
H -27.685 8.543 -11.884 0.2 0.0 0.4 0.66
H -26.144 6.970 -11.834 0.4 -0.6 -2.0 0.50
H -26.569 6.489 -10.318 0.0 0.6 0.2 0.35
H -25.167 7.575 -10.560 0.0 0.1 0.3 0.31
H -26.923 7.588 -8.639 0.3 -0.2 0.1 1.05
H -27.977 8.616 -7.713 0.5 0.2 -0.8 -0.84
H -25.936 9.410 -7.129 -0.1 0.3 -1.3 0.35
H -26.725 10.527 -8.302 0.6 0.9 0.2 0.50
H -24.326 11.378 -8.262 -0.1 -1.1 -1.3 0.14
H -24.362 11.242 -10.099 -0.2 -0.3 0.4 0.27
H -23.192 10.297 -9.147 0.1 0.1 -0.1 0.32
C -26.051 19.750 -9.864 -0.4 -0.7 1.7 -1.46
C -25.652 19.452 -8.447 2.8 0.9 1.6 -0.58
N -26.679 19.150 -7.411 -0.1 0.1 -1.3 0.94
C -27.908 19.979 -7.532 -0.9 0.0 -1.4 -0.90
C -27.112 17.726 -7.537 -1.2 -0.6 0.2 0.64
C -26.039 16.672 -7.633 1.5 0.1 0.9 -1.45
C -26.133 19.333 -6.040 -0.5 1.5 1.1 0.00
C -26.158 20.781 -5.430 -0.8 -0.1 -0.5 -1.00
O -25.643 21.735 -6.375 -0.6 0.4 1.2 -0.34
C -25.657 23.133 -5.905 -1.3 -0.6 -0.5 -0.83
H -26.427 18.828 -10.304 -0.2 0.5 -0.6 0.29
H -25.248 20.240 -10.371 0.6 -0.2 -0.5 0.45
H -26.760 20.519 -9.687 -1.2 0.6 -0.9 0.39
H -25.098 20.274 -7.969 -0.3 0.3 -0.7 0.36
H -24.918 18.659 -8.333 -0.1 -0.1 -0.4 0.50
H -28.320 19.994 -8.611 0.6 -0.5 1.9 0.43
H -27.677 21.013 -7.295 0.0 -0.1 0.2 0.33
H -28.565 19.493 -6.805 -0.5 0.7 -0.2 0.09
H -27.750 17.639 -8.423 0.1 0.3 0.1 0.41
H -27.749 17.633 -6.643 0.0 -0.7 -0.5 -0.29
H -26.478 15.705 -7.887 0.0 0.2 0.1 0.45
H -25.440 16.562 -6.690 -0.8 0.0 -0.5 0.28
H -25.266 16.939 -8.370 -0.6 -0.5 -0.1 0.35
H -25.134 19.000 -6.010 1.2 -0.6 -0.3 0.45
H -26.756 18.695 -5.418 0.0 0.1 0.4 -0.08
H -25.587 20.772 -4.487 0.1 -0.2 -0.4 0.52
H -27.207 21.011 -5.118 0.6 0.1 -0.4 0.49
H -26.268 23.338 -5.001 0.0 -0.7 -0.5 0.32
H -26.057 23.770 -6.724 0.4 -0.5 0.5 0.27
H -24.666 23.397 -5.650 1.1 0.4 0.0 0.33
C -33.090 17.685 -6.651 0.2 1.2 0.2 -1.24
C -33.858 17.503 -7.940 0.7 -0.9 0.1 0.18
N -35.356 17.672 -8.006 0.2 0.8 -0.1 0.70
C -35.978 17.064 -6.816 -1.0 0.6 0.5 -1.32
C -35.709 19.134 -8.150 2.6 0.9 0.5 -0.48
C -37.165 19.514 -8.033 0.5 -1.2 -1.2 -1.35
C -35.797 16.932 -9.237 -0.1 -0.9 -0.2 -0.15
C -35.962 17.679 -10.552 0.6 0.3 -0.3 -0.95
O -34.685 18.208 -10.920 -0.3 0.7 1.1 -0.25
C -34.658 18.832 -12.187 -0.8 -1.2 -1.4 -0.84
H -32.018 17.706 -6.862 -0.1 -0.2 -0.4 0.47
H -33.212 16.886 -5.956 -0.4 -0.6 0.5 0.23
H -33.234 18.629 -6.124 -0.4 0.1 0.0 0.31
H -33.652 16.451 -8.193 -0.2 0.5 -0.2 -0.17
H -33.510 18.134 -8.732 0.4 0.3 -0.4 0.40
H -35.675 16.028 -6.766 0.2 0.0 0.3 0.53
H -37.075 17.082 -6.936 0.5 0.1 0.0 0.45
H -35.728 17.687 -5.930 0.1 -0.7 -0.5 0.34
H -35.230 19.390 -9.143 -1.0 0.0 1.0 0.45
H -35.023 19.634 -7.418 -0.9 -0.2 -0.3 0.45
H -37.624 19.690 -7.074 0.1 -0.6 0.5 0.31
H -37.672 18.772 -8.673 -0.6 0.5 0.7 0.30
H -37.223 20.439 -8.542 -0.3 1.1 -0.7 0.44
H -36.783 16.608 -8.957 -0.3 -0.8 -0.2 0.41
H -35.042 16.125 -9.288 -1.1 0.0 -0.5 0.11
H -36.794 18.406 -10.478 0.7 0.3 0.0 0.31
H -36.336 17.025 -11.353 0.3 -0.5 0.4 0.60
H -33.811 19.491 -12.388 0.2 -0.5 0.7 0.26
H -35.546 19.459 -12.365 0.0 -0.3 0.1 0.32
H -34.646 17.953 -12.890 0.0 1.2 -0.1 0.31
C -18.171 15.998 -6.388 -1.3 1.1 1.0 -1.23
C -17.242 15.547 -7.491 0.2 -1.8 0.1 -0.33
N -15.763 15.161 -7.117 -0.4 0.9 -0.4 0.25
C -15.804 13.920 -6.325 0.5 -1.4 -1.6 -1.21
C -14.934 14.846 -8.372 -0.4 -0.4 -1.7 -0.38
C -15.467 13.779 -9.414 0.1 -0.1 0.9 -1.17
C -15.236 16.345 -6.319 -1.7 3.6 0.7 0.16
C -14.097 16.314 -5.391 -1.3 1.7 0.9 -0.75
O -13.333 15.363 -5.347 5.3 -5.8 -0.7 -0.43
C -11.940 15.101 -4.402 -1.7 0.0 -1.4 -0.52
H -19.241 15.925 -6.774 1.4 0.1 0.2 0.36
H -18.053 17.132 -6.117 -0.1 -2.3 -0.2 0.41
H -18.170 15.294 -5.496 0.2 1.2 -0.9 0.28
H -17.097 16.294 -8.216 -0.1 1.0 -1.1 0.45
H -17.709 14.639 -7.947 0.8 0.7 0.1 0.41
H -16.271 14.144 -5.413 -0.8 -0.1 1.2 0.48
H -14.810 13.489 -6.176 -0.1 0.5 0.1 0.33
H -16.330 13.191 -6.984 0.0 0.5 1.0 0.46
H -14.004 14.490 -8.004 0.8 -0.3 0.6 0.34
H -14.667 15.703 -9.006 -0.6 0.5 0.8 0.45
H -15.709 12.788 -8.989 0.3 0.5 0.0 0.33
H -14.642 13.608 -10.135 -0.4 0.3 0.4 0.40
H -16.354 14.086 -9.966 0.1 0.3 0.0 0.32
H -16.139 16.839 -5.671 2.0 -1.5 -1.5 0.13
H -14.953 17.248 -6.953 -0.8 -1.4 -0.4 0.37
H -14.001 16.931 -4.535 -0.8 1.6 0.5 0.50
H -10.431 18.799 -9.573 -0.3 -0.2 0.2 -0.30
H -11.252 14.363 -4.913 -1.4 0.8 0.1 0.26
H -12.550 14.633 -3.609 1.2 0.7 0.2 0.30
H -11.414 16.073 -4.344 -0.7 -0.5 0.5 0.34
C -31.970 4.690 -7.892 1.4 -0.3 0.0 -1.32
C -31.863 6.201 -7.576 -1.4 -1.6 1.2 0.14
N -33.128 6.655 -6.826 0.7 1.1 0.4 0.57
C -33.078 8.138 -6.823 0.2 0.5 0.9 -1.23
C -34.339 6.187 -7.498 0.2 -1.0 -2.1 -0.15
C -35.616 6.782 -7.022 -1.3 0.2 -1.6 -1.36
C -33.172 6.194 -5.370 1.0 -1.9 -1.3 -1.06
C -32.099 6.665 -4.410 0.7 0.9 -1.5 -0.03
O -32.633 7.845 -3.890 -0.2 0.1 1.0 -0.23
C -32.002 8.392 -2.731 0.2 -0.5 -0.9 -0.59
H -30.954 4.349 -8.230 -0.7 0.2 0.8 0.40
H -32.576 4.385 -8.742 -0.4 0.5 0.1 0.38
H -32.319 4.105 -6.995 0.7 0.5 -0.9 0.30
H -31.661 6.866 -8.407 -0.5 0.0 -0.3 0.53
H -31.140 6.431 -6.821 1.0 -0.2 0.0 -0.12
H -33.783 8.510 -6.089 0.3 0.0 0.5 0.51
H -33.429 8.582 -7.727 0.1 -0.1 -1.2 0.87
H -32.037 8.401 -6.607 -0.3 0.3 0.1 -0.39
H -34.415 5.100 -7.356 0.3 0.3 -0.3 0.39
H -34.088 6.401 -8.589 -0.9 -0.4 1.2 0.33
H -36.473 6.348 -7.634 1.1 0.5 0.9 0.40
H -35.611 7.851 -7.187 -0.3 0.3 0.0 0.30
H -35.773 6.585 -5.988 -0.4 -0.2 0.7 0.41
H -33.280 5.100 -5.474 0.5 0.3 0.4 0.74
H -34.103 6.515 -5.007 -1.1 0.6 0.6 0.41
H -31.106 6.893 -4.845 -0.5 -0.3 -0.3 -0.40
H -31.898 5.926 -3.673 -0.2 -0.8 0.9 0.74
H -31.481 7.695 -2.060 0.1 -0.2 -0.7 0.33
H -32.822 8.745 -2.171 -0.8 1.0 0.8 0.35
H -31.352 9.176 -3.099 0.4 0.2 0.5 -0.03
C -31.625 16.999 -0.662 0.4 -0.1 0.4 -1.30
C -31.202 17.963 0.429 1.3 -0.5 -0.8 -0.96
N -30.571 19.227 -0.072 1.6 2.2 0.2 0.32
C -29.389 18.967 -0.977 -0.4 -0.5 -1.2 -0.35
C -31.479 20.102 -0.911 -0.5 -0.5 0.3 -0.01
C -32.831 20.368 -0.293 0.8 0.9 0.7 -1.39
C -29.964 20.112 1.106 0.0 -2.4 -0.5 -0.86
C -28.977 19.281 1.959 -1.1 0.2 -0.2 0.06
O -29.680 18.836 3.110 -0.4 1.2 -1.9 -0.34
C -28.956 18.023 3.964 -1.6 0.3 2.0 -0.79
H -30.786 16.539 -1.198 -0.1 0.7 -0.1 0.23
H -32.342 17.461 -1.298 -0.4 0.2 -1.0 0.35
H -32.116 16.148 -0.222 -0.4 -0.2 0.6 0.59
H -30.471 17.462 1.030 0.7 -0.1 0.4 0.32
H -31.952 18.242 1.104 -1.3 0.4 0.7 0.92
H -28.824 19.916 -1.103 -0.4 -0.7 0.1 0.49
H -29.758 18.592 -1.985 0.4 0.5 1.3 -0.43
H -28.800 18.178 -0.535 0.4 -0.1 0.0 0.25
H -31.592 19.533 -1.818 0.0 0.0 -0.6 0.00
H -30.953 21.036 -1.092 0.2 -0.1 -0.2 0.51
H -33.506 20.658 -1.072 -0.4 0.3 -0.5 0.50
H -32.740 21.257 0.397 -0.5 -1.4 -0.2 0.34
H -33.220 19.436 0.111 -0.3 0.4 0.5 0.29
H -30.755 20.431 1.743 -0.8 0.1 0.4 0.55
H -29.485 20.987 0.691 0.0 0.0 -0.5 0.57
H -28.145 19.949 2.093 0.6 0.3 1.0 0.49
H -28.549 18.415 1.465 -0.1 -0.2 -0.5 -0.26
H -29.735 17.403 4.457 0.8 0.0 -0.2 0.25
H -28.560 18.683 4.728 0.7 -0.3 0.3 0.35
H -28.221 17.437 3.482 0.9 -0.7 -0.6 0.29
C -22.942 15.520 3.122 -0.6 0.9 -0.4 -1.23
C -23.396 14.203 2.537 0.9 -0.4 -0.3 -0.10
N -23.932 13.134 3.506 1.6 1.8 -1.3 0.30
C -22.877 12.967 4.532 0.9 0.2 0.4 -1.14
C -25.209 13.626 4.037 0.4 -0.5 1.5 0.08
C -25.712 12.685 5.053 -1.6 -1.5 -0.2 -1.44
C -24.028 11.904 2.685 -1.0 -0.7 0.4 -1.05
C -25.161 11.881 1.643 1.8 0.4 -0.5 -0.25
O -26.313 11.549 2.298 -0.5 -0.1 2.0 -0.25
C -27.481 11.304 1.600 0.2 0.6 -3.1 -0.61
H -22.582 16.019 2.186 -0.4 0.2 1.0 0.42
H -22.073 15.460 3.790 -0.4 0.0 -0.1 0.35
H -23.808 16.115 3.585 1.5 -0.8 -0.7 0.29
H -22.571 13.737 1.952 -0.3 0.2 0.8 0.41
H -24.128 14.390 1.778 -1.0 0.0 -0.1 0.09
H -22.969 12.115 5.170 -0.9 -0.6 0.3 0.39
H -22.750 13.853 5.157 -0.4 0.0 -0.2 0.41
H -21.924 12.789 4.049 0.1 0.2 -0.5 0.41
H -25.931 13.710 3.275 -0.5 0.3 -1.3 -0.14
H -25.055 14.554 4.548 0.4 0.8 -0.2 0.64
H -25.823 11.687 4.604 0.2 0.2 0.3 0.29
H -26.755 12.986 5.182 0.1 0.0 0.8 0.43
H -25.152 12.618 5.971 0.0 0.2 0.3 0.40
H -24.156 11.064 3.379 0.0 0.1 -0.3 0.47
H -23.056 11.824 2.236 0.3 -0.3 -0.4 0.65
H -24.806 11.080 0.990 -0.3 -0.2 -0.5 0.51
H -25.224 12.834 1.062 -0.2 -0.8 0.4 0.11
H -27.607 12.078 0.784 -0.1 -0.6 0.9 0.04
H -28.341 11.289 2.222 -0.4 0.2 0.9 0.32
H -27.441 10.338 1.087 0.1 -0.2 0.0 0.30
C -30.822 11.436 -4.870 0.2 -0.6 -0.1 -0.41
C -30.428 12.853 -5.183 0.6 1.0 0.5 -1.72
N -29.613 13.469 -4.078 0.0 1.4 -0.1 1.73
C -29.299 14.883 -4.462 0.1 -0.3 -0.6 -1.59
C -30.361 13.501 -2.742 -0.4 0.2 -1.4 -0.40
C -31.751 14.093 -2.752 0.3 1.4 -0.3 -0.13
C -28.262 12.842 -3.847 0.0 -0.7 -0.6 -0.71
C -27.481 12.485 -5.174 -0.7 -0.8 1.3 -0.22
O -26.625 13.455 -5.663 1.0 0.4 -0.2 -0.22
C -25.486 13.574 -4.810 -0.5 0.5 0.4 -0.94
H -29.889 10.821 -4.719 -1.1 0.3 -0.2 -0.01
H -31.384 11.110 -5.738 0.2 -0.5 -0.2 -0.01
H -31.545 11.291 -4.028 0.8 0.5 -0.4 0.01
H -31.246 13.547 -5.374 -0.2 -0.3 0.4 0.40
H -29.770 13.034 -6.040 -0.5 -0.8 -0.1 0.84
H -28.740 14.935 -5.412 -0.4 -0.4 0.3 0.13
H -28.617 15.204 -3.697 -0.1 0.9 0.4 0.64
H -30.226 15.432 -4.554 0.0 0.4 0.2 0.54
H -29.736 14.122 -2.133 0.6 -0.3 0.9 0.34
H -30.483 12.461 -2.506 0.6 -0.4 0.8 0.67
H -32.203 13.870 -1.800 -0.1 0.0 0.5 0.66
H -32.403 13.661 -3.472 -0.5 -0.4 -0.8 -0.70
H -31.764 15.198 -2.891 0.0 -0.7 0.0 -0.30
H -28.500 11.921 -3.347 0.2 -0.7 0.2 0.82
H -27.734 13.458 -3.093 -0.1 -0.2 -0.7 0.48
H -28.186 12.200 -5.952 0.1 0.1 0.0 -0.65
H -26.886 11.580 -4.980 -0.4 0.0 0.2 0.56
H -24.610 13.845 -5.357 0.5 0.1 -0.9 0.33
H -25.238 12.649 -4.262 -0.4 0.3 -0.1 0.38
H -25.673 14.410 -4.138 0.1 -0.2 0.5 0.30
O -29.026 7.622 -4.355 0.6 0.3 -0.1 -0.57
C -28.918 8.438 -5.547 -2.7 -2.0 0.1 0.54
O -28.001 9.239 -5.706 -0.2 -0.2 0.2 -0.67
O -29.951 8.131 -6.276 2.7 1.4 0.7 -0.70
H -28.268 7.518 -3.740 -0.2 0.8 -1.0 0.30
O -27.250 16.429 -0.034 0.0 -1.6 0.1 -0.48
C -27.031 14.913 -0.181 1.1 2.6 1.4 0.30
O -26.447 14.478 0.855 -1.0 -0.1 -1.5 -0.66
O -27.365 14.511 -1.279 -0.2 -0.7 0.3 -0.62
H -26.874 16.570 0.847 -0.1 0.0 -0.2 0.13
O -30.246 19.673 -4.971 0.5 -0.7 -0.1 -0.68
C -29.925 18.337 -4.445 -1.9 0.9 -0.7 0.60
O -30.891 17.886 -3.755 2.2 -0.1 -0.8 -0.41
O -28.820 17.917 -4.854 -1.1 0.1 1.0 -0.82
H -31.213 19.743 -5.015 0.4 -0.2 0.4 0.31
C -33.935 11.999 -8.888 -0.8 -1.1 2.0 0.57
F -34.916 12.623 -9.503 0.2 0.2 0.1 -0.21
F -34.449 11.084 -7.994 -0.2 0.6 -0.5 -0.20
F -33.282 11.256 -9.752 0.8 0.3 -0.7 -0.22
S -32.819 13.070 -7.787 0.9 0.0 -0.5 0.89
O -31.557 12.350 -7.896 -0.9 0.7 0.1 -0.33
O -32.898 14.406 -8.327 0.0 -0.2 -0.2 -0.83
N -33.272 12.986 -6.286 -0.9 0.1 0.7 -0.31
S -34.666 13.626 -5.776 1.0 0.8 0.7 0.72
O -34.510 14.796 -4.896 0.0 -1.7 -1.4 -0.59
O -35.586 13.674 -6.875 -0.5 0.5 -0.1 -0.62
C -35.372 12.318 -4.637 -0.6 -0.1 -1.8 0.42
F -35.227 11.118 -5.189 0.1 -0.3 -0.2 -0.17
F -34.848 12.278 -3.452 0.4 0.4 1.1 -0.18
F -36.680 12.597 -4.603 0.3 0.0 0.6 -0.20

=====

(3)
62
Properties=species:S:1:pos:R:3:forces:R:3:lowdin_spin:R:1 method="wB97M-V/def2-TZVPD" lumo_energy_ev="0.71 / -1.82" homo_ev="-5.7 / -7.0" total_charge=0 spin_multiplicity=5 s_squared=6.066
O 0.262 -0.150 -4.977 0.0 0.5 -1.4 0.00
C 0.091 1.164 -5.582 -0.1 0.7 0.2 0.00
C -0.006 0.658 -7.006 0.1 -0.8 0.4 0.00
H 0.952 1.830 -5.426 -0.2 -0.2 0.2 0.00
H -0.830 1.645 -5.229 0.3 0.0 0.1 0.00
C 0.133 -0.734 -6.313 -0.1 -0.3 -1.1 0.00
H 0.861 0.923 -7.629 -0.5 -0.1 0.0 0.00
H -0.983 0.828 -7.481 0.5 0.0 -0.1 0.00
C 1.380 -1.496 -6.740 0.1 -0.2 0.1 0.00
H 2.277 -0.853 -6.675 -0.4 -0.4 0.2 0.00
H 1.278 -1.817 -7.795 0.0 0.1 0.5 0.00
H 1.492 -2.399 -6.107 0.2 0.5 -0.3 0.00
C -1.119 -1.592 -6.461 0.0 -0.2 0.2 0.00
H -2.034 -1.031 -6.194 0.5 -0.3 0.1 0.00
H -1.023 -2.502 -5.838 -0.2 0.4 -0.2 0.00
H -1.233 -1.912 -7.512 0.1 0.1 0.4 0.00
Mn -0.489 -0.732 2.648 1.4 1.9 1.4 2.69
C -2.374 -1.102 3.454 -0.1 0.4 -0.6 -0.02
C -2.140 0.292 3.697 -0.9 0.4 -0.3 0.06
C -1.936 0.943 2.450 -0.8 -0.8 0.0 0.06
H -2.179 0.768 4.675 0.2 -0.2 -0.4 0.01
C -2.029 -0.041 1.396 -1.5 -0.2 0.4 0.02
C -2.335 -1.314 2.021 -2.1 1.5 -0.6 0.04
H -2.632 -2.225 1.510 0.4 0.2 0.1 0.00
H -2.632 -1.833 4.223 0.3 0.2 -0.4 0.00
H -1.800 2.006 2.308 0.1 -0.1 0.0 0.01
H -1.987 0.161 0.326 0.1 -0.1 0.4 0.00
C 0.858 -2.044 3.724 1.1 -0.7 -0.9 0.02
C -0.130 -2.695 2.906 1.4 -0.9 -0.7 0.01
C 0.140 -2.326 1.513 1.4 -1.8 0.7 0.05
H -0.865 -3.417 3.255 0.2 0.4 -0.1 0.00
C 1.294 -1.479 1.513 -0.3 -0.4 -0.1 0.00
C 1.777 -1.372 2.858 -0.4 -0.7 0.5 0.15
H 2.719 -0.922 3.167 -0.4 0.1 -0.1 0.01
H 0.954 -2.127 4.803 -0.1 0.1 -0.3 0.00
H -0.364 -2.726 0.634 0.1 0.3 0.4 0.01
H 1.783 -1.055 0.638 -0.2 -0.1 0.3 0.00
O 1.594 0.574 -1.694 -2.7 0.9 0.9 0.00
C 0.352 -0.254 -1.730 0.0 0.0 0.7 0.00
C -0.756 0.620 -2.372 -0.2 0.8 -0.2 0.00
H -0.009 -0.497 -0.695 0.7 0.3 -0.5 0.00
H 0.529 -1.233 -2.207 0.2 0.7 -0.2 0.00
C -0.034 1.954 -2.649 0.9 -0.7 -0.3 0.00
H -1.567 0.868 -1.670 0.1 -0.5 -0.1 0.00
H -1.161 0.218 -3.295 -0.1 -0.2 0.2 0.00
C 0.947 1.916 -1.475 0.1 -0.8 0.0 0.00
H -0.657 2.845 -2.793 0.0 -0.3 0.4 0.00
H 0.532 1.786 -3.581 0.0 0.5 0.9 0.00
H 0.332 1.892 -0.542 0.6 -0.1 -0.3 0.00
H 1.672 2.729 -1.343 0.1 -0.5 -0.5 0.00
Se 0.992 1.496 3.056 0.3 0.1 0.2 0.76
C 0.951 1.432 4.965 0.2 0.6 0.3 0.06
C 0.002 2.228 5.641 0.6 -0.5 -0.4 0.02
C -0.077 2.159 7.024 0.6 -0.4 0.1 0.00
C 0.830 1.348 7.731 -0.1 0.0 0.0 0.01
C 1.833 0.632 7.059 -0.4 0.4 0.0 0.00
C 1.908 0.683 5.672 -0.5 0.4 -0.3 0.02
H -0.601 2.927 5.061 -0.1 -0.3 0.2 0.01
H -0.820 2.760 7.536 0.1 -0.1 0.1 0.00
H 0.777 1.311 8.821 0.0 0.0 -0.3 0.00
H 2.576 0.061 7.605 -0.1 0.1 0.1 0.00
H 2.728 0.222 5.120 -0.3 -0.1 0.3 0.00